[1]
DFT (the ωB97M-V functional and the def2-TZVPD basis) results for C45H60Cl5GeN4P3Pd as an isolated structure.

```
! wB97M-V def2-TZVPD RIJCOSX def2/J DEFGRID3
* xyz 3 6
Pd -0.121 -1.327 -0.210
C 4.276 -1.476 -2.458
C 3.084 -2.091 -1.716
C 3.423 -3.450 -1.098
P 2.274 -0.981 -0.481
C 2.494 0.722 -1.196
N 1.618 1.696 -0.587
Ge -0.422 1.120 -0.056
N -1.735 1.417 1.517
C -2.394 0.261 2.086
P -1.215 -1.097 2.566
C -0.333 -0.311 3.998
C 0.835 -1.173 4.496
C -1.211 0.130 5.171
C -2.403 -2.392 3.176
C -1.691 -3.390 4.094
C -3.700 -1.883 3.812
C -2.095 2.668 1.792
C -3.160 3.053 2.658
C -3.501 4.374 2.785
C -2.818 5.354 2.055
C -1.767 5.006 1.202
C -1.385 3.695 1.093
N -0.299 3.257 0.222
C 1.041 3.568 0.679
C 1.366 4.545 1.577
C 2.718 4.834 1.816
C 3.731 4.159 1.124
C 3.421 3.146 0.255
C 2.060 2.765 0.056
C -0.525 3.756 -1.160
C -0.100 5.008 -1.568
C -0.447 5.461 -2.830
C -1.230 4.653 -3.645
C -1.624 3.386 -3.243
C -1.245 2.896 -1.993
N -1.487 1.617 -1.494
C -2.084 0.556 -2.293
P -0.755 -0.677 -2.704
C 0.255 0.324 -3.904
C 1.494 -0.424 -4.402
C -0.553 0.780 -5.132
C -1.386 -2.044 -3.792
C -0.718 -3.374 -3.437
C -2.904 -2.166 -3.923
C 3.252 -0.976 1.081
C 2.672 0.022 2.083
C 4.757 -0.753 0.923
H 4.638 -2.201 -3.188
H 5.106 -1.244 -1.796
H 4.016 -0.571 -3.009
H 2.287 -2.275 -2.441
H 4.181 -3.378 -0.318
H 3.822 -4.095 -1.881
H 2.544 -3.939 -0.682
H 2.241 0.643 -2.255
H 3.546 0.996 -1.135
H -3.072 -0.165 1.341
H -2.988 0.528 2.954
H 0.087 0.594 3.539
H 0.485 -1.939 5.185
H 1.545 -0.549 5.040
H 1.366 -1.672 3.686
H -1.613 -0.726 5.712
H -2.042 0.775 4.879
H -0.597 0.696 5.875
H -2.679 -2.922 2.266
H -1.551 -2.977 5.092
H -0.717 -3.702 3.714
H -2.311 -4.281 4.199
H -3.523 -1.277 4.700
H -4.288 -2.747 4.123
H -4.320 -1.317 3.116
H -3.723 2.306 3.197
H -4.316 4.660 3.436
H -3.108 6.392 2.144
H -1.273 5.775 0.625
H 0.604 5.117 2.085
H 2.974 5.615 2.519
H 4.764 4.435 1.285
H 4.215 2.623 -0.259
H 0.499 5.629 -0.912
H -0.124 6.435 -3.167
H -1.534 5.011 -4.620
H -2.229 2.792 -3.911
H -2.523 0.956 -3.203
H -2.891 0.061 -1.753
H 0.559 1.217 -3.345
H 1.209 -1.268 -5.033
H 2.120 -0.812 -3.603
H 2.103 0.240 -5.016
H -0.565 0.007 -5.899
H -0.068 1.654 -5.568
H -1.587 1.052 -4.927
H -1.007 -1.738 -4.769
H -1.049 -3.736 -2.464
H 0.372 -3.296 -3.417
H -0.982 -4.125 -4.183
H -3.355 -2.648 -3.059
H -3.125 -2.786 -4.793
H -3.395 -1.205 -4.083
H 3.090 -1.983 1.468
H 2.948 1.045 1.827
H 3.080 -0.179 3.074
H 1.585 -0.048 2.142
H 4.982 0.212 0.460
H 5.247 -1.534 0.350
H 5.212 -0.745 1.914
Cl -3.109 -2.306 -0.513
C -2.030 -3.606 -0.098
C -0.790 -3.283 0.439
C -0.041 -4.297 1.022
Cl 1.288 -3.915 2.051
C -0.387 -5.633 0.826
Cl 0.596 -6.883 1.442
C -1.566 -5.943 0.131
Cl -1.996 -7.562 -0.131
C -2.417 -4.917 -0.313
Cl -3.883 -5.280 -1.109
*
```

Computed properties:
- LUMO energy (spin up / spin down) (hartree) = -0.2530 / -0.3751
- max |F| (eV Å⁻¹) = 0.7
- gap between HOMO and LUMO (spin up / spin down) (eV) = 7.51 / 5.06
- electronic energy (eV) = -204048.6619


[2]
DFT (the ωB97M-V functional and the def2-TZVPD basis) results for C45H61BBiN9OPS3 as an isolated structure.

```
! wB97M-V def2-TZVPD RIJCOSX def2/J DEFGRID3
* xyz 3 1
Bi 2.182 0.280 0.848
C -0.643 5.208 2.129
C -1.252 3.933 1.660
C -2.600 3.778 1.533
C -3.200 2.565 1.083
N -2.354 1.613 0.805
N -1.019 1.724 0.942
B -1.514 0.365 0.444
N -1.690 -0.825 1.368
N -2.678 -1.575 0.850
C -3.033 -2.668 1.475
C -2.429 -2.999 2.712
C -1.433 -2.230 3.242
C -0.776 -2.571 4.539
C -1.003 -1.102 2.483
S 0.348 -0.159 2.979
C -4.079 -3.528 0.779
C -3.467 -4.007 -0.546
C -4.466 -4.737 1.628
C -5.324 -2.681 0.494
N -1.385 0.032 -1.028
N -2.184 0.803 -1.791
C -2.288 0.533 -3.062
C -1.602 -0.581 -3.614
C -0.768 -1.342 -2.852
C -0.027 -2.514 -3.407
C -0.611 -0.970 -1.481
S 0.508 -1.781 -0.469
C -3.223 1.422 -3.869
C -2.934 2.890 -3.534
C -3.045 1.208 -5.373
C -4.664 1.067 -3.474
C -0.382 2.815 1.337
S 1.305 2.918 1.444
C -4.686 2.377 0.921
C -5.360 2.699 2.265
C -5.169 3.359 -0.157
C -4.999 0.943 0.515
H -1.405 5.963 2.305
H 0.072 5.583 1.395
H -0.087 5.039 3.053
H -3.252 4.606 1.774
H -2.759 -3.879 3.244
H -1.343 -3.337 5.062
H -0.685 -1.694 5.178
H 0.234 -2.948 4.364
H -2.565 -4.597 -0.377
H -3.216 -3.159 -1.186
H -4.186 -4.633 -1.073
H -3.618 -5.397 1.819
H -5.212 -5.322 1.092
H -4.909 -4.445 2.581
H -5.088 -1.842 -0.159
H -5.764 -2.297 1.416
H -6.074 -3.298 0.000
H -1.740 -0.825 -4.658
H -0.324 -2.704 -4.435
H -0.215 -3.405 -2.808
H 1.051 -2.340 -3.377
H -1.925 3.173 -3.840
H -3.039 3.086 -2.468
H -3.634 3.530 -4.071
H -2.017 1.385 -5.696
H -3.679 1.914 -5.907
H -3.346 0.209 -5.690
H -4.833 1.227 -2.407
H -4.895 0.026 -3.705
H -5.360 1.695 -4.029
H -5.215 3.735 2.567
H -4.993 2.049 3.061
H -6.432 2.537 2.166
H -4.984 4.396 0.121
H -6.245 3.241 -0.286
H -4.688 3.165 -1.115
H -4.716 0.238 1.298
H -4.486 0.657 -0.406
H -6.071 0.843 0.351
N 4.939 1.449 3.069
C 4.451 0.212 3.422
C 4.999 -0.366 4.584
C 4.630 -1.629 4.956
C 3.709 -2.331 4.167
C 3.180 -1.689 3.087
N 3.518 -0.427 2.713
C 4.950 2.174 1.886
C 5.837 3.258 1.823
C 5.899 4.004 0.672
C 5.073 3.666 -0.403
C 4.227 2.602 -0.252
N 4.159 1.849 0.869
H 5.577 1.821 3.756
H 5.729 0.189 5.158
H 5.059 -2.081 5.840
H 3.410 -3.340 4.403
H 2.433 -2.174 2.471
H 6.467 3.492 2.669
H 6.581 4.840 0.604
H 5.086 4.228 -1.324
H 3.543 2.319 -1.039
O 1.598 1.106 -1.837
H 1.310 1.894 -2.315
H 1.917 0.490 -2.511
C 3.733 -3.283 -0.327
P 4.339 -1.563 -0.292
C 5.805 -1.672 0.788
C 5.030 -1.294 -1.945
C 4.773 -0.111 -2.632
C 5.303 0.105 -3.896
C 6.097 -0.867 -4.484
C 6.370 -2.047 -3.804
C 5.842 -2.260 -2.541
H 4.543 -3.977 -0.554
H 2.953 -3.380 -1.081
H 3.312 -3.555 0.642
H 6.542 -2.344 0.345
H 5.529 -2.058 1.770
H 6.263 -0.689 0.902
H 4.189 0.665 -2.157
H 5.109 1.033 -4.418
H 6.515 -0.704 -5.468
H 6.998 -2.801 -4.257
H 6.071 -3.186 -2.028
*
```

Computed properties:
- LUMO energy (hartree) = -0.2838
- max |F| (eV Å⁻¹) = 0.2
- gap between HOMO and LUMO (eV) = 7.41
- ΔE to the lowest compared entry with this formula, charge and spin (kJ/mol) = 21.3
- electronic energy (eV) = -111405.9440


[3]
DFT (the ωB97M-V functional and the def2-TZVPD basis) results for C45H61BN2O5P3RuTe as an isolated structure at a distorted geometry.

```
! wB97M-V def2-TZVPD RIJCOSX def2/J DEFGRID3
* xyz -2 2
Ru 1.650 -0.163 0.296
C -5.049 0.032 1.378
C -4.276 -1.021 0.575
C -3.688 -2.022 1.581
C -5.236 -1.779 -0.348
P -2.764 -0.126 -0.178
C -1.956 -1.464 -1.227
N -1.008 -2.202 -0.411
B 0.123 -1.650 0.363
N 0.296 -2.678 1.389
C 1.102 -2.542 2.564
P 1.873 -0.826 2.539
C 3.394 -1.330 3.584
C 3.101 -2.368 4.681
C 4.077 -0.120 4.231
C 4.385 -1.943 2.585
C 0.744 0.181 3.699
C 1.211 1.639 3.604
C 0.659 -0.233 5.168
C -0.662 0.097 3.095
C -0.446 -3.796 1.106
C -0.511 -5.039 1.712
C -1.348 -6.013 1.159
C -2.103 -5.745 0.028
C -2.064 -4.484 -0.576
C -1.244 -3.509 -0.033
C -3.427 1.097 -1.485
C -2.417 1.178 -2.628
C -4.808 0.836 -2.082
C -3.405 2.448 -0.751
H -5.860 -0.446 1.938
H -4.385 0.530 2.089
H -5.490 0.794 0.732
H -4.465 -2.342 2.284
H -3.305 -2.910 1.082
H -2.874 -1.571 2.152
H -5.775 -2.533 0.236
H -5.979 -1.120 -0.797
H -4.706 -2.302 -1.146
H -2.692 -2.141 -1.664
H -1.428 -0.973 -2.034
H 0.509 -2.707 3.473
H 1.904 -3.285 2.547
H 2.204 -2.143 5.254
H 2.999 -3.374 4.272
H 3.946 -2.386 5.376
H 3.502 0.282 5.068
H 5.055 -0.430 4.618
H 4.241 0.674 3.498
H 3.987 -2.850 2.123
H 4.618 -1.245 1.779
H 5.314 -2.206 3.105
H 2.174 1.801 4.088
H 1.305 1.929 2.560
H 0.467 2.299 4.066
H 1.623 -0.183 5.672
H -0.020 0.457 5.680
H 0.251 -1.242 5.277
H -0.647 0.418 2.053
H -1.052 -0.923 3.144
H -1.344 0.757 3.643
H 0.078 -5.257 2.596
H -1.413 -6.989 1.626
H -2.735 -6.515 -0.397
H -2.656 -4.290 -1.463
H -2.526 0.355 -3.336
H -2.553 2.116 -3.177
H -1.399 1.164 -2.238
H -4.859 -0.150 -2.547
H -5.601 0.915 -1.337
H -5.009 1.586 -2.856
H -2.401 2.633 -0.361
H -3.676 3.263 -1.433
H -4.100 2.457 0.092
O 5.388 -1.102 -1.784
C 4.213 -1.099 -1.413
O 3.787 -1.116 -0.216
C 3.109 -1.173 -2.455
P 1.694 -0.052 -2.095
C 2.117 1.479 -3.009
C 1.163 2.497 -3.131
C 1.423 3.636 -3.869
C 2.658 3.804 -4.487
C 3.636 2.838 -4.303
C 3.372 1.690 -3.570
C 0.638 -0.873 -3.375
C 0.258 -0.294 -4.587
C -0.429 -1.020 -5.549
C -0.749 -2.354 -5.333
C -0.371 -2.947 -4.135
C 0.313 -2.223 -3.177
H 2.687 -2.173 -2.341
H 3.464 -1.065 -3.481
H 0.221 2.409 -2.606
H 0.664 4.406 -3.960
H 2.865 4.697 -5.065
H 4.615 2.971 -4.750
H 4.166 0.970 -3.410
H 0.498 0.742 -4.780
H -0.712 -0.542 -6.480
H -1.279 -2.920 -6.090
H -0.618 -3.986 -3.946
H 0.576 -2.690 -2.235
O 3.095 4.640 -0.797
C 1.926 5.076 -0.296
C 1.666 6.440 -0.224
C 0.481 6.917 0.318
C -0.457 6.018 0.804
C -0.216 4.660 0.711
C 0.960 4.150 0.156
C 1.109 2.675 0.060
O 2.176 2.157 -0.350
O 0.155 1.915 0.399
H 3.584 5.386 -1.161
H 2.411 7.141 -0.587
H 0.292 7.984 0.354
H -1.370 6.386 1.258
H -0.938 3.939 1.074
Te 4.325 1.637 0.958
*
```

Computed properties:
- LUMO energy (spin up / spin down) (hartree) = 0.1449 / 0.1449
- max |F| (eV Å⁻¹) = 2.2
- gap between HOMO and LUMO (spin up / spin down) (eV) = 3.92 / 3.68
- electronic energy (eV) = -99294.3329